1.
C4H18NO6 | wB97M-V/def2-TZVPD

XYZ file:
```
29
C4H18NO6 wB97M-V/def2-TZVPD
C 0.95710 -1.94503 -0.41917
C 0.45143 -1.17571 -1.63374
C -1.05555 -1.00237 -1.80562
O -1.72068 -0.26827 -0.75940
N 0.72118 -1.30680 0.86926
C 1.68929 -0.33086 1.25627
O 1.97497 0.70862 0.32508
H 0.47468 -2.91849 -0.44604
H 2.03291 -2.07012 -0.56379
H 0.87881 -0.16795 -1.73158
H 0.76943 -1.58938 -2.60179
H -1.23660 -0.39764 -2.70697
H -1.60264 -1.94123 -1.85679
H -1.09361 0.52467 -0.39887
H -0.24498 -0.96568 0.83445
H 1.44397 0.12593 2.22836
H 2.63246 -0.84835 1.50037
H 1.12333 1.09930 0.10468
H -1.24696 2.01924 0.26642
O -0.35869 1.70996 0.02437
H -1.72968 -0.46096 2.68042
H -2.01867 -0.95037 1.19186
O -2.37637 -0.86384 2.08437
H -0.07805 2.23465 1.81961
H -1.07104 1.65375 2.75461
O -0.18998 2.11961 2.78670
H 0.82666 2.76740 -1.74450
H -0.29253 1.98290 -1.67259
O 0.33982 2.25704 -2.38600
```

Computed properties:
Lowest unoccupied orbital energy ... 3.56 eV
Energy above the lowest of the compared OMol25 structures with the same formula, charge and spin ... 0.4814 eV
Total charge ... -1
Frontier orbital gap ... 9.019 eV

Here are the Löwdin charges for atoms 1 to 2, given in e:
1 C -0.214
2 C -0.191

---

2.
C4H18O6 | wB97M-V/def2-TZVPD

XYZ file:
```
28
C4H18O6 wB97M-V/def2-TZVPD
O -1.55759 -1.91108 -2.20597
C -1.84006 -0.55063 -1.97858
C -1.18586 -0.16490 -0.63875
C -1.99149 0.91211 0.14701
C -1.47884 2.31879 -0.06136
O -1.00698 2.87993 1.21593
H -2.00551 -2.26659 -2.99133
H -1.54782 0.12369 -2.80883
H -2.92650 -0.42020 -1.95999
H -0.18543 0.20908 -0.82383
H -1.29026 -1.10159 -0.09698
H -1.91104 0.69028 1.20988
H -3.03530 0.77132 -0.15723
H -1.94580 3.20288 -0.49281
H -0.56077 2.28972 -0.66285
H -0.11587 2.54183 1.37153
O 1.74890 -3.12564 -0.46391
H 1.71339 -2.50527 0.29387
H 2.63400 -2.83237 -0.70542
O 0.83020 0.39833 2.81302
H 1.26811 1.11437 2.37602
H -0.01053 0.77392 3.01965
O 2.93823 -1.32934 1.75355
H 2.15323 -0.87269 1.40428
H 2.93676 -1.30336 2.72361
O 2.63256 0.33847 -0.68106
H 2.29490 -0.22122 -1.36194
H 3.44541 0.04018 -0.23754
```

Computed properties:
Lowest unoccupied orbital energy ... 0.35 eV
Energy above the lowest of the compared OMol25 structures with the same formula, charge and spin ... 1.5691 eV
Frontier orbital gap ... 10.568 eV

Here are the Löwdin charges for atoms 1 to 2, given in e:
1 O -0.071
2 C -0.289

---

3.
C4H19CdNO5 | wB97M-V/def2-TZVPD

XYZ file:
```
30
C4H19CdNO5 wB97M-V/def2-TZVPD
Cd -1.19232 1.07118 -1.38345
C 1.99224 -0.95166 0.18388
C 0.52455 -0.78833 0.57196
C 0.16781 -1.15181 2.00227
O 0.83783 -0.22263 2.83405
C 1.33918 -0.80997 4.04185
N 0.11827 0.65334 0.27273
H 2.13552 -0.60000 -0.83815
H 2.22031 -2.02272 0.19406
H 2.72541 -0.51112 0.85832
H -0.07586 -1.43535 -0.08305
H 0.47652 -2.19188 2.13776
H -0.90759 -1.04867 2.19350
H 2.09853 -1.56368 3.83731
H 0.54594 -1.17268 4.69561
H 1.82052 0.00543 4.58223
H 1.01212 1.12644 0.16807
H -0.19226 1.05014 1.16829
O -0.25900 -0.35292 -2.73118
H -0.37550 -1.30843 -2.60382
H 0.10581 -0.26743 -3.62736
O -2.71137 -0.22898 -0.82694
H -2.70333 -1.08188 -0.36058
H -3.55854 -0.21696 -1.30504
O -2.45613 1.71332 -2.94818
H -2.61400 2.59033 -3.33896
H -2.82999 1.08511 -3.58828
O 0.31073 2.60737 -1.94286
H 1.04241 2.92313 -1.38981
H 0.40220 3.10130 -2.77425
```

Computed properties:
Lowest unoccupied orbital energy ... -7.09 eV
Energy above the lowest of the compared OMol25 structures with the same formula, charge and spin ... 0.9488 eV
Total charge ... +2
Frontier orbital gap ... 8.628 eV

Here are the Löwdin charges for atoms 1 to 2, given in e:
1 Cd 1.362
2 C -0.033

---

4.
C4H19N2O6 | wB97M-V/def2-TZVPD

XYZ file:
```
31
C4H19N2O6 wB97M-V/def2-TZVPD
C -2.60925 0.53464 -0.27844
N -1.88920 1.17715 0.80007
C 2.45026 1.82545 2.01734
O 2.13969 2.99183 2.00285
C -2.72429 -0.95762 -0.11371
N -1.41622 -1.62979 -0.20371
C -0.88242 -2.08794 1.04533
O -0.98997 -3.55341 0.99994
H -2.21914 0.77916 -1.28523
H -3.61349 0.97932 -0.30821
H -1.91220 2.18052 0.73353
H 3.18814 1.30785 1.39748
H 1.89135 1.16396 2.70927
H -3.36048 -1.36905 -0.90854
H -3.21035 -1.22707 0.82553
H -0.86639 -1.03578 -0.82387
H -1.48158 -1.81352 1.91242
H 0.14072 -1.86878 1.35464
H -0.50527 -3.78040 0.20081
H 0.67381 2.26211 -1.87999
H -0.92560 0.87276 0.89153
O 1.37329 1.61572 -1.74141
H 3.33656 0.25704 -0.70057
H 3.75750 1.62325 -0.94577
O 4.13061 0.79821 -0.59657
H 1.18890 0.93003 -0.54870
H 1.13263 -0.50636 0.09106
O 1.03244 0.40794 0.38073
H 1.11219 0.04223 -2.02511
H 0.20244 -0.98686 -2.85372
O 0.85534 -0.93261 -2.14898
```

Computed properties:
Lowest unoccupied orbital energy ... 3.39 eV
Energy above the lowest of the compared OMol25 structures with the same formula, charge and spin ... 1.1625 eV
Total charge ... -1
Frontier orbital gap ... 9.031 eV

Here are the Löwdin charges for atoms 1 to 2, given in e:
1 C -0.310
2 N 0.011

---

5.
C4H19NO6S2 | wB97M-V/def2-TZVPD

XYZ file:
```
32
C4H19NO6S2 wB97M-V/def2-TZVPD
C 2.90344 -0.18177 -0.90194
C 1.89350 0.56022 -0.06495
O 1.98867 1.75340 0.23653
N 0.71904 -0.03511 0.37059
C 0.69693 -1.51352 0.32940
C -0.64321 -2.21647 0.07267
S -1.52164 -3.07775 1.35291
S -2.05086 -1.57178 2.56253
H 3.28059 0.45178 -1.69305
H 2.57668 -1.04319 -1.51225
H 3.58970 -0.69244 -0.22434
H 0.10754 0.36766 1.06426
H 1.40408 -1.85289 -0.39803
H 1.05764 -1.85676 1.32591
H -1.21212 -1.39742 -0.38302
H -0.55262 -2.84125 -0.81216
H -2.25511 -0.51728 1.67134
O -0.51824 2.96778 0.36540
H -0.45361 3.46480 -0.46046
H 0.38384 2.58912 0.46392
O -2.39936 1.06498 0.58695
H -1.85678 1.88396 0.46888
H -3.10700 1.35900 1.18321
O 0.87093 -0.94273 -3.25780
H 0.75291 -0.01616 -2.97371
H 0.04923 -1.15199 -2.76811
O 0.05090 1.49033 2.91910
H 0.23957 2.41226 3.13110
H 0.48064 0.97412 3.62093
O -1.79786 -0.32173 -2.07142
H -2.47188 -0.39665 -2.76707
H -2.20555 0.28748 -1.43732
```

Computed properties:
Lowest unoccupied orbital energy ... 0.29 eV
Energy above the lowest of the compared OMol25 structures with the same formula, charge and spin ... 0.0452 eV
Frontier orbital gap ... 8.218 eV

Here are the Löwdin charges for atoms 1 to 2, given in e:
1 C -0.009
2 C -0.473

---

6.
C4H19NO7 | wB97M-V/def2-TZVPD

XYZ file:
```
31
C4H19NO7 wB97M-V/def2-TZVPD
C -1.30081 -0.64803 1.59764
C 0.10772 -0.67184 0.97840
C 0.98831 -1.86147 1.37262
O 1.93761 -1.44509 2.35177
N 0.01521 -0.47362 -0.46954
C -0.32678 -1.47181 -1.35214
O -0.35329 -2.64412 -1.04715
H -1.89550 -1.49405 1.27254
H -1.79160 0.26342 1.25920
H -1.28972 -0.64550 2.68695
H 0.53929 0.23763 1.40347
H 0.40855 -2.67912 1.79455
H 1.44854 -2.25198 0.46606
H 2.81471 -1.46048 1.95877
H -0.37734 0.41307 -0.75368
H -0.50388 -1.09394 -2.36719
O -3.06015 -1.90583 -1.08686
H -4.01036 -1.78873 -0.94069
H -2.89077 -2.85188 -1.14284
O 3.01848 0.22000 -0.79267
H 2.18415 -0.24534 -0.93827
H 2.90467 1.17324 -0.91205
O 0.30247 2.70470 -1.65197
H 0.23793 2.15173 -2.44102
H 1.01113 2.27245 -1.14444
O 2.69748 2.90772 -0.07450
H 3.11827 3.75594 -0.25753
H 3.00027 2.67021 0.81122
O -2.92411 2.41564 -0.54025
H -3.77340 2.31562 -0.10488
H -2.23710 2.13147 0.06448
```

Computed properties:
Lowest unoccupied orbital energy ... 0.29 eV
Energy above the lowest of the compared OMol25 structures with the same formula, charge and spin ... 1.6794 eV
Frontier orbital gap ... 10.111 eV

Here are the Löwdin charges for atoms 1 to 2, given in e:
1 C -0.036
2 C -0.327

---

7.
C4H19NO9 | wB97M-V/def2-TZVPD

XYZ file:
```
33
C4H19NO9 wB97M-V/def2-TZVPD
N -0.03111 -2.43995 1.11833
C 0.71264 -1.94169 -0.03416
C 2.20586 -2.19670 0.18473
O 2.67485 -2.30895 1.28119
C 0.50474 -0.42796 -0.35742
C -0.84656 0.08144 -0.05505
O -1.23783 1.11297 0.42736
O -1.83410 -0.91510 -0.14736
H -0.67360 -3.13647 0.77941
H 0.55509 -2.76987 1.87381
H 0.28181 -2.46654 -0.91380
H 2.84564 -2.17591 -0.70517
H 0.80112 -0.26965 -1.39468
H 1.13736 0.23312 0.25946
H -2.62592 -0.35887 -0.17192
O 0.60304 1.33744 -3.01860
H -0.33179 1.35857 -3.29241
H 0.94903 2.03843 -3.57101
O 2.59227 0.43750 2.40039
H 3.47309 0.04240 2.32213
H 2.64277 1.20961 2.97007
O 0.62361 2.13078 2.69575
H -0.08703 1.95942 3.33267
H 0.70210 1.28028 2.25894
O 0.21641 3.47744 -1.71706
H -0.05703 2.54249 -1.79766
H 1.03838 3.33486 -1.22267
O -3.54603 -0.96463 2.31674
H -2.78504 -1.16807 1.76335
H -3.63898 -0.01337 2.16599
O -1.93550 0.36548 -3.09663
H -2.28804 -0.41202 -3.51688
H -2.64124 1.02350 -3.13784
```

Computed properties:
Lowest unoccupied orbital energy ... 0.02 eV
Energy above the lowest of the compared OMol25 structures with the same formula, charge and spin ... 1.6010 eV
Frontier orbital gap ... 9.462 eV

Here are the Löwdin charges for atoms 1 to 2, given in e:
1 N 0.060
2 C -0.316

---

8.
C4H19NO9 | wB97M-V/def2-TZVPD

XYZ file:
```
33
C4H19NO9 wB97M-V/def2-TZVPD
C 2.01140 -1.68335 0.56897
C 0.64413 -1.84426 -0.02533
N -0.48289 -2.10421 0.85485
C -1.00154 -3.36912 0.89157
O -0.58666 -4.28886 0.22314
C 0.28516 -0.64136 -0.92724
O -0.44001 0.28453 -0.63129
O 0.97216 -0.70682 -2.06830
H 2.30870 -1.16483 1.48005
H 2.65445 -1.28329 -0.21931
H 2.40133 -2.68477 0.77696
H 0.70755 -2.64004 -0.75888
H -0.53790 -1.44536 1.62282
H -1.83036 -3.41572 1.61416
H 0.81165 0.14575 -2.55053
O -2.30838 2.71169 -2.27664
H -2.94436 2.90302 -1.57738
H -1.43861 2.79105 -1.87329
O -3.78803 1.21702 0.39177
H -4.32208 0.44241 0.59351
H -2.90577 0.85251 0.25860
O 2.04904 1.90869 2.67430
H 2.92535 1.96383 2.27963
H 1.50431 2.35060 1.99770
O -0.11180 0.81728 -3.94805
H -0.89264 0.35417 -4.27690
H -0.51800 1.59968 -3.54784
O 1.11592 2.49360 -0.00065
H 1.99787 2.28464 -0.32539
H 0.55047 1.81039 -0.41669
O 0.04020 0.02029 2.85019
H 0.55775 -0.51859 3.44850
H 0.57160 0.83944 2.89697
```

Computed properties:
Lowest unoccupied orbital energy ... 0.07 eV
Energy above the lowest of the compared OMol25 structures with the same formula, charge and spin ... 0.0000 eV
Frontier orbital gap ... 10.020 eV

Here are the Löwdin charges for atoms 1 to 2, given in e:
1 C -0.025
2 C -0.274

---

9.
C4H20NO6S | wB97M-V/def2-TZVPD

XYZ file:
```
32
C4H20NO6S wB97M-V/def2-TZVPD
C -0.61515 -0.24590 1.73305
O 0.73995 -0.48518 1.89149
C -0.94008 0.94201 0.78879
C -2.28216 0.74863 0.08541
C -2.41245 1.25104 -1.35657
S -3.19896 0.10049 -2.49036
N -0.89788 2.23900 1.47484
H -1.16355 -1.11838 1.33855
H -0.97959 0.09928 2.71780
H -0.16685 0.97837 0.03025
H -2.59149 -0.29496 0.10582
H -3.05194 1.22609 0.70421
H -1.42318 1.45919 -1.75035
H -2.92333 2.19418 -1.37822
H -2.32066 0.11800 -3.49771
H -1.04891 2.11424 2.46497
H -0.00715 2.68691 1.35036
H 1.14909 -1.69191 2.63129
H 0.40668 -2.88654 3.37289
O 1.28819 -2.55820 3.17549
H 1.30813 -3.31837 -0.07813
H 1.84765 -2.43480 1.01344
O 1.98933 -2.64211 0.07523
H 2.41677 -1.43195 -3.14603
H 1.48264 -0.27963 -3.51316
O 1.81535 -1.13684 -3.83824
H 2.01697 1.37042 -2.14999
H 1.18485 0.76220 -1.20238
O 1.08648 1.08971 -2.12165
H 1.73718 0.07285 0.77273
H 3.08815 0.75016 0.69695
O 2.46593 0.32201 0.09923
```

Computed properties:
Lowest unoccupied orbital energy ... 3.01 eV
Energy above the lowest of the compared OMol25 structures with the same formula, charge and spin ... 0.6339 eV
Total charge ... -1
Frontier orbital gap ... 7.945 eV

Here are the Löwdin charges for atoms 1 to 2, given in e:
1 C -0.314
2 O -0.314

---

| no. | HOMO level (eV) | energy (eV) |
| --- | --- | --- |
| 1 | -5.46 | -18216.339 |
| 2 | -10.21 | -16723.529 |
| 3 | -15.72 | -20732.840 |
| 4 | -5.65 | -19721.742 |
| 5 | -7.93 | -39902.044 |
| 6 | -9.82 | -20278.780 |
| 7 | -9.45 | -24373.278 |
| 8 | -9.95 | -24374.879 |
| 9 | -4.93 | -29084.173 |